{"formula": "C17H21ClNO", "method": "ωB97M-V with the def2-TZVPD basis set", "smiles": "Cc1cc(Cl)cc(C)c1OCC[NH2+]Cc1ccccc1", "relative_energy_kcal_mol": 0.00, "total_charge": 1, "spin_multiplicity": 1, "e_homo_ev": -12.036, "symbols": ["C", "C", "C", "C", "Cl", "C", "C", "C", "C", "O", "C", "C", "N", "C", "C", "C", "C", "C", "C", "C", "H", "H", "H", "H", "H", "H", "H", "H", "H", "H", "H", "H", "H", "H", "H", "H", "H", "H", "H", "H", "H"], "xyz": [[0.15782, -1.38093, -1.94132], [-0.50543, -0.08190, -1.60453], [-1.87437, -0.04302, -1.37669], [-2.50436, 1.15684, -1.08813], [-4.19627, 1.17790, -0.74898], [-1.78628, 2.34364, -1.09084], [-0.41976, 2.34270, -1.33823], [0.32127, 3.64272, -1.43140], [0.22728, 1.11269, -1.53676], [1.60276, 1.04283, -1.75857], [2.44325, 1.31340, -0.66709], [2.17498, 0.40683, 0.54223], [0.95623, 0.85348, 1.26440], [0.55084, -0.02739, 2.40662], [-0.06729, -1.30149, 1.90180], [-1.40932, -1.31189, 1.53620], [-1.99446, -2.47779, 1.07542], [-1.24287, -3.63714, 0.97023], [0.09494, -3.63129, 1.33101], [0.68266, -2.46709, 1.79599], [0.06200, -2.09047, -1.12027], [1.20624, -1.22997, -2.18057], [-0.32808, -1.81939, -2.80967], [-2.44747, -0.95298, -1.43986], [-2.29725, 3.27975, -0.93296], [1.20917, 3.53292, -2.04897], [-0.31966, 4.39317, -1.88619], [0.61154, 4.01919, -0.44898], [3.45178, 1.12296, -1.04162], [2.38594, 2.36581, -0.35430], [3.02476, 0.43471, 1.22609], [2.01354, -0.61939, 0.20621], [1.10430, 1.81081, 1.60278], [0.19245, 0.88071, 0.55413], [-0.17312, 0.52192, 3.01149], [1.43622, -0.23156, 3.01146], [-2.00368, -0.41454, 1.62931], [-3.03962, -2.48257, 0.80997], [-1.70097, -4.54714, 0.61642], [0.68000, -4.53433, 1.25763], [1.72027, -2.47271, 2.09653]], "atomic_forces_ev_per_a": [[0.060, -0.018, -0.036], [0.303, 0.262, -0.011], [-0.087, 0.311, -0.034], [0.245, -0.084, -0.073], [-0.065, -0.012, 0.009], [-0.030, -0.165, 0.033], [0.218, -0.195, -0.027], [0.039, 0.010, -0.036], [-0.255, -0.119, -0.137], [-0.523, 0.155, -0.279], [0.133, -0.133, 0.335], [0.497, 0.033, -0.685], [-0.229, 0.263, 0.034], [-0.260, -0.455, 0.327], [0.005, 0.052, -0.011], [0.118, -0.065, 0.116], [-0.020, 0.007, -0.013], [0.015, 0.013, 0.006], [0.057, -0.037, -0.007], [-0.056, 0.025, 0.015], [0.027, -0.076, 0.073], [0.019, -0.102, 0.001], [-0.021, -0.091, -0.073], [-0.106, -0.127, 0.027], [-0.089, 0.125, 0.029], [0.070, 0.065, 0.007], [-0.005, 0.087, -0.004], [0.076, 0.060, 0.024], [-0.065, 0.057, 0.202], [0.030, -0.035, -0.071], [-0.132, 0.009, 0.072], [-0.049, 0.075, 0.118], [-0.111, -0.165, -0.147], [0.178, 0.110, 0.390], [0.128, 0.092, -0.094], [-0.011, 0.143, -0.090], [-0.107, 0.132, 0.027], [-0.135, -0.004, -0.036], [-0.054, -0.099, -0.031], [0.056, -0.098, -0.002], [0.139, -0.005, 0.050]]}

=====

{"formula": "C17H21Cu2N4O3", "method": "ωB97M-V with the def2-TZVPD basis set", "total_charge": 3, "spin_multiplicity": 3, "e_homo_ev": [-15.441, -15.427], "symbols": ["Cu", "Cu", "O", "C", "O", "O", "H", "N", "C", "C", "C", "C", "H", "H", "H", "H", "H", "N", "C", "C", "C", "C", "H", "H", "H", "H", "H", "N", "C", "C", "C", "C", "H", "H", "H", "H", "H", "N", "C", "C", "C", "C", "H", "H", "H", "H", "H"], "xyz": [[-1.93296, -1.86021, -3.18215], [-1.58524, -3.80567, 1.71519], [-0.85172, -1.21530, -1.29608], [-1.29073, -1.93727, -0.20599], [-0.75069, -1.80476, 0.92635], [-2.13356, -2.84540, -0.38117], [-0.04151, -0.87261, -0.83493], [1.12484, 1.06154, -1.82490], [2.13937, 0.19577, -2.15015], [3.02909, 0.15514, -1.10960], [2.36191, 0.72633, -0.01982], [1.21228, 1.31839, -0.46503], [0.35907, 1.31456, -2.42398], [2.19610, -0.16690, -3.16659], [4.04320, -0.21301, -1.09995], [2.58948, 0.80509, 1.03412], [0.39703, 1.87315, -0.03110], [3.10472, -4.24994, -0.87294], [2.89257, -3.24872, -1.75144], [3.84043, -3.44808, -2.78243], [4.58648, -4.58591, -2.50400], [4.10229, -5.10061, -1.26882], [2.62739, -4.43098, -0.00207], [2.19798, -2.44508, -1.56646], [4.10640, -2.78084, -3.58728], [5.43757, -4.95870, -3.05124], [4.28976, -6.00558, -0.71115], [-4.09152, 1.58564, 0.62299], [-4.57618, 2.85831, 0.84116], [-4.09015, 3.62240, -0.17735], [-3.54933, 2.74832, -1.17582], [-3.42901, 1.51211, -0.58942], [-4.21074, 0.84680, 1.29364], [-5.07230, 3.04555, 1.77885], [-4.14780, 4.70028, -0.17765], [-3.05875, 3.11508, -2.06313], [-2.99355, 0.57029, -0.88237], [-0.79110, 1.53595, 2.56050], [-1.40128, 2.74662, 2.33115], [-1.26501, 3.50972, 3.50415], [-0.45855, 2.82420, 4.37448], [-0.28420, 1.54272, 3.83743], [-0.66715, 0.75660, 1.92655], [-1.97839, 2.82103, 1.41592], [-1.79037, 4.44794, 3.60408], [-0.24815, 3.15002, 5.38148], [0.05196, 0.58604, 4.20697]], "atomic_forces_ev_per_a": [[0.064, -0.014, 0.785], [-0.186, 0.929, -0.778], [0.552, -0.144, 1.532], [-1.224, -3.063, 1.530], [0.686, 1.002, -0.443], [-0.074, 0.519, -1.255], [-0.064, 0.862, -1.366], [-0.170, -1.200, 0.937], [0.367, 1.183, -1.481], [-0.103, -1.158, 0.162], [-0.776, 1.292, 1.594], [-0.656, -0.077, -1.358], [0.024, 0.112, -0.019], [0.345, 0.193, -0.020], [-0.152, -0.336, -0.090], [0.716, -0.130, -0.212], [0.322, 0.179, 0.339], [-0.190, -1.077, 1.265], [0.783, -0.518, 0.198], [1.457, -0.486, -0.621], [-0.271, 0.819, -0.020], [-0.923, 0.755, -0.520], [-0.254, 0.343, -0.094], [-0.027, -0.012, -0.053], [-0.463, 0.070, -0.093], [-0.101, -0.081, -0.086], [0.312, 0.043, -0.001], [-0.136, -0.248, 0.086], [1.369, -0.889, 0.394], [-0.948, 0.444, -0.468], [1.509, 0.826, 0.964], [-0.833, -0.086, 0.605], [-0.168, -0.219, -0.279], [-0.123, 0.357, -0.139], [-0.262, -0.063, -0.492], [-0.168, -0.240, -0.197], [-0.108, 0.057, -0.268], [0.137, 0.583, 0.588], [-0.023, -2.286, -0.675], [0.021, 0.883, -0.199], [-1.076, 0.566, 1.014], [0.050, -0.716, -1.434], [-0.286, 0.082, -0.096], [0.011, 0.662, 0.026], [0.367, 0.134, 0.307], [0.270, -0.161, -0.031], [0.400, 0.311, 0.461]]}

=====

{"formula": "C17H21CuF5N2OSSeSi", "method": "ωB97M-V with the def2-TZVPD basis set", "relative_energy_kcal_mol": 0.00, "total_charge": 0, "spin_multiplicity": 2, "e_homo_ev": [-7.593, -7.523], "symbols": ["Cu", "C", "C", "C", "C", "C", "C", "N", "N", "Si", "C", "C", "C", "H", "H", "H", "H", "H", "H", "H", "H", "H", "H", "H", "H", "H", "H", "H", "C", "S", "C", "O", "H", "H", "H", "H", "H", "H", "F", "C", "C", "F", "C", "F", "C", "Se", "C", "F", "C", "F"], "xyz": [[-0.22499, -0.16715, -0.32864], [-2.39556, 0.41171, -3.11821], [-1.04514, -0.19468, -3.30589], [-0.55806, -0.53684, -4.55190], [0.70865, -1.11926, -4.65443], [1.46070, -1.36983, -3.53380], [0.93041, -0.99833, -2.28133], [-0.29125, -0.40705, -2.21540], [1.48369, -1.09162, -1.06058], [2.53391, -2.34229, -0.50756], [3.09937, -1.78100, 1.20126], [4.06537, -2.67830, -1.57357], [1.56646, -3.96003, -0.38029], [-2.74156, 0.88651, -4.03423], [-2.36308, 1.14123, -2.31734], [-3.11345, -0.35563, -2.82305], [-1.14695, -0.34561, -5.43730], [1.09545, -1.36582, -5.63586], [2.44332, -1.81495, -3.58384], [3.62815, -0.82646, 1.14253], [3.77135, -2.50824, 1.66122], [2.22527, -1.66507, 1.84564], [4.53809, -1.75581, -1.91684], [3.81337, -3.28080, -2.44854], [4.80411, -3.23671, -0.99449], [0.67183, -3.82354, 0.23164], [2.15578, -4.76826, 0.05856], [1.23793, -4.29004, -1.36897], [1.92778, 1.04242, 3.33863], [1.55863, 1.57036, 1.65173], [0.88398, 3.19467, 2.08540], [0.32149, 0.78038, 1.29058], [0.99155, 0.93888, 3.88453], [2.58459, 1.77671, 3.80307], [2.42632, 0.07847, 3.27999], [1.68731, 3.83251, 2.45080], [0.10559, 3.06079, 2.83414], [0.45619, 3.61174, 1.17598], [-4.98704, 4.18787, 3.42313], [-4.40476, 3.15226, 2.82398], [-4.21368, 1.96089, 3.50232], [-4.64491, 1.84990, 4.76198], [-3.59042, 0.89941, 2.87497], [-3.41890, -0.22682, 3.56979], [-3.14293, 0.96545, 1.55327], [-2.44508, -0.59358, 0.72806], [-3.35746, 2.17734, 0.90519], [-2.94596, 2.34134, -0.35655], [-3.97503, 3.25427, 1.51404], [-4.17043, 4.38861, 0.83612]], "atomic_forces_ev_per_a": [[-0.324, -0.257, 0.827], [0.002, -0.025, 0.057], [0.127, 0.011, -0.178], [-0.019, 0.020, -0.037], [-0.023, -0.017, 0.068], [-0.022, -0.072, -0.043], [0.164, 0.073, 0.019], [-0.262, -0.160, -0.890], [-0.068, 0.152, -0.036], [0.123, -0.183, 0.240], [-0.054, -0.155, -0.198], [-0.285, 0.166, 0.081], [0.119, 0.216, 0.041], [0.000, -0.033, -0.014], [-0.084, 0.109, 0.094], [-0.004, 0.012, 0.018], [-0.047, 0.013, 0.038], [0.034, -0.044, 0.024], [-0.002, 0.021, -0.050], [-0.015, 0.019, -0.036], [-0.025, -0.011, 0.027], [-0.012, -0.010, 0.032], [0.002, 0.008, 0.007], [0.018, 0.003, -0.009], [-0.019, -0.018, 0.030], [0.010, 0.007, 0.019], [0.033, 0.012, -0.001], [0.015, 0.028, -0.022], [0.047, -0.038, -0.270], [-0.024, 0.410, 0.574], [0.140, -0.287, -0.191], [-0.020, 0.074, 0.315], [-0.063, 0.100, -0.061], [0.004, 0.001, -0.011], [0.035, 0.008, -0.021], [0.006, -0.006, 0.000], [-0.001, -0.044, 0.017], [0.030, 0.004, -0.016], [-0.100, 0.084, 0.071], [0.113, -0.146, -0.127], [-0.070, 0.057, 0.073], [0.041, -0.013, 0.054], [0.176, -0.041, -0.343], [-0.083, 0.017, 0.154], [-0.041, 0.223, 0.259], [0.220, -0.169, -0.562], [0.167, -0.257, 0.160], [0.025, 0.061, -0.188], [-0.019, -0.018, 0.008], [0.033, 0.096, -0.003]]}

=====

{"formula": "C17H21F10N2O2Pd", "method": "ωB97M-V with the def2-TZVPD basis set", "total_charge": -1, "spin_multiplicity": 3, "e_homo_ev": [-4.290, -4.359], "symbols": ["Pd", "C", "C", "N", "C", "C", "C", "C", "N", "C", "C", "F", "C", "F", "C", "C", "F", "C", "F", "H", "H", "H", "H", "H", "H", "H", "H", "H", "H", "H", "H", "H", "H", "H", "C", "C", "O", "C", "F", "F", "F", "C", "F", "F", "F", "H", "H", "H", "C", "O", "H", "H", "H"], "xyz": [[-0.46856, 0.03913, 0.07479], [1.08982, -0.77786, 3.02402], [2.01159, 0.32058, 2.51057], [2.12785, 0.39642, 1.05379], [2.85755, 1.61688, 0.69922], [2.03773, 2.88781, 0.85525], [2.82794, -0.75729, 0.49507], [1.94596, -1.96225, 0.14195], [0.86708, -1.56665, -0.72222], [0.33622, -2.43535, -1.55690], [-0.62622, -1.96638, -2.50739], [-1.01362, -0.65767, -2.39388], [-1.15068, -2.74859, -3.50246], [-2.03437, -2.22494, -4.38576], [-0.78371, -4.08263, -3.64960], [0.10238, -4.58917, -2.71212], [0.47776, -5.88989, -2.82167], [0.62399, -3.83240, -1.68792], [1.43121, -4.48293, -0.79427], [0.85064, -0.57689, 4.06594], [1.55531, -1.75894, 2.98162], [0.16460, -0.78975, 2.43712], [3.01746, 0.19967, 2.96718], [1.59723, 1.27123, 2.84885], [3.12735, 1.55347, -0.35732], [3.79565, 1.68839, 1.28771], [1.13737, 2.77039, 0.25506], [2.60473, 3.73904, 0.48340], [1.76258, 3.08911, 1.88659], [3.63074, -1.10784, 1.17025], [3.30174, -0.44459, -0.44184], [1.56160, -2.46264, 1.03655], [2.61988, -2.66212, -0.36839], [-1.17801, -4.68844, -4.44623], [-1.46810, 4.36105, -0.15776], [-1.59230, 2.81875, -0.16386], [-0.50971, 2.17948, -0.58352], [-1.97511, 2.33463, 1.28027], [-2.76998, 1.25592, 1.28832], [-0.87061, 1.99314, 1.97122], [-2.60489, 3.26595, 2.03213], [-2.79293, 2.42207, -1.07546], [-4.01660, 2.70657, -0.56996], [-2.77512, 1.10622, -1.31914], [-2.74290, 3.03823, -2.26562], [-0.71073, 4.64902, 0.56674], [-2.41832, 4.82481, 0.09674], [-1.15133, 4.68407, -1.14674], [-2.78324, -1.75590, 0.39909], [-1.71501, -1.27814, 1.11639], [-2.67297, -2.84055, 0.20761], [-2.91962, -1.25879, -0.57661], [-3.71933, -1.61341, 0.97321]], "atomic_forces_ev_per_a": [[0.751, -0.290, -0.364], [0.028, 0.164, -0.232], [-0.149, -0.088, 0.214], [0.155, -0.004, 0.042], [0.052, 0.444, -0.030], [0.080, -0.208, -0.047], [-0.209, -0.427, -0.153], [0.211, 0.024, 0.104], [-0.183, 1.057, 0.728], [-0.391, -0.931, -0.825], [-0.040, 0.408, 0.276], [0.149, -0.788, -0.414], [-0.024, -0.156, -0.081], [0.196, 0.009, 0.253], [0.097, 0.122, 0.244], [-0.179, -0.072, -0.402], [-0.075, 0.249, 0.145], [0.073, 0.171, 0.129], [-0.247, 0.215, -0.256], [-0.098, 0.015, 0.109], [-0.015, -0.099, -0.051], [0.038, -0.168, 0.248], [-0.133, 0.140, -0.128], [0.133, -0.004, -0.012], [0.056, -0.121, 0.085], [-0.064, -0.119, -0.146], [-0.032, 0.177, 0.111], [0.135, 0.110, -0.005], [-0.030, 0.064, 0.149], [-0.032, 0.124, -0.016], [-0.083, -0.004, 0.145], [0.147, -0.009, -0.003], [-0.079, 0.019, 0.138], [-0.034, -0.078, -0.061], [0.020, -0.470, -0.072], [-1.107, 0.459, 0.355], [0.623, -1.173, -0.098], [-0.318, 0.232, 0.418], [-0.071, 0.108, 0.022], [0.118, 0.185, 0.103], [-0.050, 0.157, -0.073], [-0.177, -0.201, -0.053], [0.005, 0.207, 0.179], [-0.196, 0.009, -0.159], [0.204, 0.163, -0.168], [0.042, 0.036, 0.075], [-0.015, 0.121, 0.017], [0.017, -0.047, -0.019], [-0.348, -0.487, -0.260], [1.213, 0.746, -0.027], [-0.155, 0.096, -0.071], [-0.090, -0.091, 0.113], [0.080, 0.001, -0.176]]}

=====

What F_max values result from the calculations? In sequence: 0.8; 3.6; 0.9; 1.4 eV Å⁻¹.
What DFT total energy values result from the calculations? In sequence: -34023.939; -119319.951; -165284.112; -55698.896 eV.